# 1
Density functional theory data (wB97M-V/def2-TZVPD) for C48H64MnOP3SSi as an isolated structure.

Positions of all 119 atoms, in Å:
Mn: 0.040515 0.340667 0.774190
C: -1.356940 2.774463 -2.119228
C: -2.259488 1.683079 -1.541209
C: -3.689881 1.756420 -2.067641
P: -2.067210 1.628553 0.296006
C: -2.336206 3.340320 0.953215
C: -3.504031 4.178698 0.432177
C: -2.279817 3.342614 2.479978
C: -3.342789 0.465934 0.900547
C: -4.541352 0.923567 1.448632
C: -5.461093 0.035718 1.984216
C: -5.186836 -1.323437 1.974353
C: -4.004222 -1.781566 1.413795
C: -3.060341 -0.915251 0.858955
Si: -1.417046 -1.537531 0.104510
C: -1.764983 -2.231698 -1.621581
C: -2.912265 -3.007865 -1.820556
C: -3.177600 -3.621693 -3.032813
C: -2.276395 -3.478186 -4.080300
C: -1.141756 -2.704627 -3.907378
C: -0.877364 -2.060122 -2.695537
P: 0.575372 -0.946540 -2.488036
C: 0.886743 -0.166504 -4.166342
C: 1.767150 -0.845346 -5.215635
C: -0.428893 0.312513 -4.788770
C: 1.998407 -2.128703 -2.241940
C: 1.997400 -3.400058 -3.087643
C: 2.093614 -2.529464 -0.767322
C: -0.875055 -3.006666 1.196870
C: -0.971027 -4.335410 0.784413
C: -0.392881 -5.371792 1.505068
C: 0.305721 -5.098867 2.670180
C: 0.401066 -3.787515 3.116054
C: -0.178738 -2.745942 2.394568
P: -0.122971 -1.023379 3.014020
C: -1.552842 -1.020235 4.189126
C: -2.142195 0.365422 4.422937
C: -1.265783 -1.759142 5.493393
C: 1.428295 -0.896521 4.000576
C: 1.505199 0.469607 4.681008
C: 2.622003 -1.107685 3.077584
H: -1.344510 2.721170 -3.208191
H: -0.325647 2.663181 -1.771304
H: -1.705192 3.772034 -1.844246
H: -1.851208 0.707814 -1.835416
H: -4.173466 2.703173 -1.830879
H: -4.301332 0.950584 -1.660281
H: -3.685776 1.652898 -3.155742
H: -1.417285 3.826907 0.602095
H: -4.477189 3.753013 0.677399
H: -3.460260 4.309676 -0.646679
H: -3.462976 5.172144 0.884652
H: -3.200936 2.952964 2.916860
H: -2.147662 4.363700 2.841776
H: -1.450926 2.739330 2.857025
H: -4.761912 1.982703 1.474629
H: -6.385748 0.405113 2.408960
H: -5.894302 -2.024960 2.399844
H: -3.797067 -2.848566 1.422386
H: -3.620129 -3.130067 -1.006410
H: -4.076481 -4.212345 -3.158721
H: -2.458250 -3.964309 -5.030520
H: -0.447223 -2.606708 -4.729645
H: 1.430220 0.736091 -3.855209
H: 1.284540 -1.712044 -5.668299
H: 2.726171 -1.167412 -4.808127
H: 1.974981 -0.138833 -6.023613
H: -0.928025 -0.487596 -5.333605
H: -0.237775 1.123375 -5.495334
H: -1.133990 0.673831 -4.035600
H: 2.887921 -1.530302 -2.482188
H: 1.146576 -4.029279 -2.819535
H: 2.906689 -3.973078 -2.887642
H: 1.947248 -3.213079 -4.157699
H: 1.281126 -3.209198 -0.500623
H: 2.035343 -1.669181 -0.099330
H: 3.033399 -3.055503 -0.576961
H: -1.492914 -4.569069 -0.138616
H: -0.480059 -6.391027 1.148663
H: 0.773078 -5.897974 3.231190
H: 0.944943 -3.586102 4.030926
H: -2.291001 -1.601513 3.628149
H: -1.467721 1.013903 4.985649
H: -3.066709 0.277214 4.998288
H: -2.382358 0.851225 3.478343
H: -0.534311 -1.230335 6.109114
H: -0.905584 -2.772920 5.319176
H: -2.185492 -1.832986 6.077126
H: 1.429696 -1.672228 4.771573
H: 1.477351 1.274014 3.938814
H: 2.441375 0.560233 5.235324
H: 0.687659 0.633936 5.381665
H: 2.610390 -0.374208 2.266232
H: 2.630332 -2.105413 2.634702
H: 3.553742 -0.969689 3.631309
O: 1.790462 1.062682 0.106706
S: 2.287305 1.848921 -1.096130
C: 3.950768 1.264001 -1.374504
C: 4.479723 0.244917 -0.603409
C: 5.756011 -0.218012 -0.896318
C: 6.476212 0.332803 -1.944082
C: 5.929127 1.355100 -2.711046
C: 4.656201 1.823057 -2.432679
C: 2.625300 3.476107 -0.469097
C: 3.271986 3.653273 0.748457
C: 3.491697 4.939527 1.202211
C: 3.076462 6.029068 0.439305
C: 2.432473 5.839374 -0.772251
C: 2.194869 4.549103 -1.232297
H: 3.903538 -0.180472 0.203582
H: 6.184478 -1.014622 -0.301776
H: 7.468926 -0.035042 -2.169471
H: 6.492750 1.782740 -3.529725
H: 4.221946 2.618335 -3.029182
H: 3.591224 2.792406 1.324849
H: 3.993335 5.101922 2.147208
H: 3.257542 7.033860 0.799000
H: 2.108297 6.690376 -1.356755
H: 1.674504 4.380403 -2.168490

Cartesian forces (eV/Å) of the 6 atoms listed first:
-0.34 -0.21 0.01
-0.01 0.00 0.04
-0.01 0.01 -0.02
-0.04 -0.03 0.02
0.04 -0.06 0.03
-0.06 0.05 -0.08

The charge is +1. Its expectation value of S² is 8.763. Its LUMO energy (spin up / spin down) is -0.078 / -0.078 Ha. Its spin multiplicity is 6. For the frontier orbital gap (spin up / spin down), the calculation gives 6.34 / 7.20 eV. As for the strongest force on any atom: 0.610 eV Å⁻¹. The calculation puts the total energy at -130758.72278 eV.

# 2
Density functional theory data (wB97M-V/def2-TZVPD) for a 11-piece molecular cluster, C48H64O18S5 overall.

Positions of all 135 atoms, in Å:
C: -5.081577 -4.924473 6.647983
C: -5.743629 -5.601963 7.873836
O: -7.081854 -5.299396 7.644024
S: -7.242537 -3.722419 7.228200
O: -6.921355 -2.849118 8.371277
O: -8.376080 -3.437815 6.360632
O: -5.909105 -3.891167 6.284395
H: -4.958470 -5.652234 5.845925
H: -4.057798 -4.578301 6.789862
H: -5.388192 -5.095794 8.771370
H: -5.538494 -6.668177 7.969894
C: -5.126767 5.219979 10.590759
C: -4.580696 5.641366 9.239641
O: -5.401124 5.123493 8.228964
S: -6.965016 5.095994 8.875060
O: -7.861749 4.121180 8.266901
O: -7.495192 6.446334 8.929614
O: -6.292742 4.553315 10.275585
H: -5.342890 6.075503 11.230659
H: -4.498159 4.475591 11.079456
H: -3.583620 5.202114 9.208032
H: -4.606601 6.724561 9.120774
C: -0.783121 2.325799 15.309368
C: -0.225147 3.134767 14.204161
O: -1.042683 2.846589 13.077461
S: -2.573738 2.419413 13.598549
O: -2.802184 1.015572 13.228050
O: -3.656600 3.379799 13.275806
O: -2.173761 2.519426 15.184237
H: -0.362295 2.726476 16.231568
H: -0.439322 1.291857 15.279723
H: 0.767287 2.801940 13.900206
H: -0.202866 4.206704 14.400482
O: -7.478964 -0.788564 15.919705
S: -8.628543 -1.099071 15.065045
O: -10.025052 -0.991784 15.482999
O: -8.368306 -0.359523 13.568792
C: -7.097851 -0.254493 13.016363
C: -6.728074 1.187318 12.946141
C: -8.370226 -2.844527 14.476953
H: -7.216959 -0.823388 12.094262
H: -6.275581 -0.799624 13.479830
H: -5.790156 1.368335 12.421124
H: -6.448854 1.622191 13.905835
H: -7.531822 1.744336 12.464674
H: -7.488274 -2.899831 13.838826
H: -9.251859 -3.050720 13.870061
H: -8.325629 -3.534085 15.319943
O: 3.278739 1.028589 10.351732
S: 2.099152 1.487635 9.639064
O: 0.899245 0.638852 9.492720
O: 1.629070 2.871145 10.448679
C: 0.340339 3.530720 10.136492
C: 0.624761 4.975369 9.678007
C: 2.531246 2.221621 7.981419
H: -0.257800 3.708281 11.030252
H: -0.197982 2.924207 9.408173
H: 1.089577 5.016547 8.692941
H: 1.381541 5.437529 10.311877
H: -0.265993 5.590890 9.552302
H: 1.764707 1.930301 7.263340
H: 3.456901 1.787726 7.603253
H: 2.802150 3.257465 8.185723
C: -0.388627 -4.926666 8.413928
C: 0.505351 -5.215990 9.350594
C: 1.392042 -4.220362 9.845896
C: 1.281267 -2.908269 9.389815
C: 0.298078 -2.625378 8.463606
C: -0.537957 -3.638668 7.960613
H: -1.029760 -5.770440 8.205625
H: 0.510067 -6.187704 9.821919
H: 2.141303 -4.457715 10.586624
H: 1.891146 -2.096968 9.758925
H: 0.138936 -1.634573 8.064396
H: -1.247100 -3.398372 7.182301
C: 0.537401 -2.860905 13.951903
C: -0.023328 -2.630759 12.698400
C: -0.037491 -1.372475 12.155551
C: 0.646289 -0.316007 12.799494
C: 1.164503 -0.591973 14.102151
C: 1.014161 -1.827010 14.743814
H: 0.589377 -3.827024 14.431812
H: -0.532476 -3.369883 12.097683
H: -0.499196 -1.375121 11.179226
H: 0.728985 0.683596 12.399048
H: 1.637553 0.184723 14.684706
H: 1.378517 -1.917735 15.756442
C: -6.423360 1.870888 4.946447
C: -7.120350 2.870399 5.526681
C: -7.273874 4.097677 4.876389
C: -6.944680 4.163086 3.579927
C: -6.348127 3.092110 2.950919
C: -5.993503 1.966446 3.615266
H: -6.108465 1.030132 5.546771
H: -7.531859 2.772859 6.520437
H: -7.530583 5.035495 5.346506
H: -6.960639 5.056838 2.973823
H: -5.993494 3.312100 1.954806
H: -5.382177 1.212947 3.141010
C: -5.412209 -4.984610 11.302010
C: -4.293273 -5.721080 11.284186
C: -3.083887 -5.149194 10.922934
C: -2.964853 -3.760412 10.794620
C: -4.169848 -2.954355 11.011664
C: -5.385382 -3.569203 11.137080
H: -6.301323 -5.503548 11.628495
H: -4.284005 -6.795202 11.396269
H: -2.142824 -5.678863 10.938848
H: -2.061194 -3.170318 10.754714
H: -4.195569 -1.891466 10.821968
H: -6.289811 -2.994846 11.273182
C: -0.517495 -1.817991 3.208930
C: 0.290158 -0.701395 3.351965
C: -0.110691 0.245923 4.301763
C: -1.145714 0.037230 5.168564
C: -1.965993 -1.095550 5.000977
C: -1.630561 -2.040877 4.027898
H: -0.293112 -2.409116 2.333364
H: 0.960128 -0.444401 2.544815
H: 0.335175 1.224177 4.198640
H: -1.339691 0.821877 5.884879
H: -2.824307 -1.281632 5.629519
H: -2.264195 -2.881447 3.786332
C: -2.895356 0.219814 9.543298
C: -3.956917 0.873951 10.091074
C: -5.226589 0.685066 9.511732
C: -5.419006 -0.233127 8.479418
C: -4.361150 -0.982747 8.065854
C: -3.048864 -0.729742 8.544068
H: -1.905282 0.383518 9.942493
H: -3.970719 1.618946 10.872850
H: -5.988973 1.342673 9.902527
H: -6.250658 -0.379612 7.806145
H: -4.575512 -1.758029 7.345166
H: -2.204422 -1.343598 8.267488

Cartesian forces (eV/Å) of the 6 atoms listed first:
1.58 -1.95 0.31
1.70 1.12 -0.30
-2.74 0.55 0.63
0.76 0.56 -0.57
-0.80 -2.05 -2.16
2.29 -1.04 2.17

The charge is +1. Its expectation value of S² is 0.764. Its LUMO energy (spin up / spin down) is -0.124 / -0.304 Ha. Its spin multiplicity is 2. For the frontier orbital gap (spin up / spin down), the calculation gives 7.10 / 2.19 eV. As for the strongest force on any atom: 4.309 eV Å⁻¹. The calculation puts the total energy at -141827.83979 eV.

# 3
Density functional theory data (wB97M-V/def2-TZVPD) for a 16-piece molecular cluster, C48H64O48 overall.

Positions of all 160 atoms, in Å:
C: -0.460000 29.425430 -10.122570
C: 0.925920 28.854010 -10.005960
O: 1.776470 29.884020 -10.217210
C: 1.186910 30.992680 -10.030150
O: 1.717310 32.058210 -9.820380
O: -0.223230 30.698520 -9.883730
H: -1.057260 28.984930 -9.324230
H: -0.864160 29.333880 -11.130730
H: 0.935250 28.324160 -10.958470
H: 1.013970 28.153190 -9.175780
C: 1.420230 33.001530 -6.951130
C: -0.150740 32.721060 -6.920760
O: -0.307080 32.261750 -5.616020
C: 0.652000 32.632370 -4.854000
O: 0.536080 32.619230 -3.559930
O: 1.653480 33.192100 -5.504420
H: 1.833530 33.817760 -7.543620
H: 1.864370 32.088780 -7.348290
H: -0.585370 32.052930 -7.664260
H: -0.591720 33.717580 -6.896700
C: 0.958050 22.986510 -8.337880
C: 1.999750 24.023450 -8.537880
O: 1.181210 25.179340 -8.903900
C: -0.074840 24.913640 -8.765250
O: -0.945750 25.762990 -8.923630
O: -0.285740 23.704190 -8.206700
H: 1.189080 22.628580 -7.334580
H: 0.970580 22.093730 -8.963090
H: 2.629480 23.591680 -9.315770
H: 2.597350 24.351040 -7.687200
C: -7.656070 30.272120 1.891760
C: -7.616640 31.773670 1.563360
O: -7.337980 31.664190 0.102610
C: -7.175140 30.321380 -0.285510
O: -6.784320 30.042150 -1.396260
O: -7.312300 29.552790 0.741420
H: -8.581960 30.048000 2.421480
H: -6.862560 30.123190 2.624040
H: -6.751990 32.191880 2.078690
H: -8.600610 32.242550 1.571180
C: 0.891030 27.372290 0.230010
C: 1.395740 28.246440 -0.805480
O: 0.880180 29.505630 -0.404500
C: 0.577550 29.537430 0.855370
O: 0.166630 30.524100 1.484300
O: 0.719560 28.312120 1.251880
H: 1.578260 26.550470 0.431060
H: -0.144350 27.086310 0.044800
H: 1.065680 28.180020 -1.842180
H: 2.476270 28.389620 -0.811800
C: -7.009850 31.774100 -6.851390
C: -7.687910 32.447480 -5.726020
O: -7.355970 33.831020 -6.104530
C: -6.430980 33.858510 -7.121960
O: -6.243980 34.805050 -7.871230
O: -6.018500 32.663150 -7.331390
H: -7.751550 31.806580 -7.649470
H: -6.749330 30.738770 -6.631540
H: -7.306300 32.281420 -4.718600
H: -8.717880 32.096030 -5.787350
C: -2.114050 27.659870 2.679920
C: -1.435200 27.479810 4.110010
O: -1.033190 26.181290 3.963380
C: -1.697980 25.562490 2.957550
O: -1.637550 24.332780 2.852870
O: -2.524390 26.416970 2.275190
H: -1.556490 28.365560 2.064110
H: -2.967930 28.252160 3.008830
H: -1.966550 27.318920 5.048030
H: -0.570890 28.143330 4.138370
C: -3.483970 30.573750 -5.618280
C: -2.415760 29.477980 -5.645410
O: -2.288300 29.039580 -4.303210
C: -3.150420 29.547770 -3.572230
O: -3.187170 29.215920 -2.372690
O: -3.991450 30.342370 -4.257920
H: -4.271940 30.401440 -6.351430
H: -2.948140 31.509260 -5.778930
H: -1.443710 29.816570 -6.003970
H: -2.651240 28.770700 -6.440650
C: -5.954470 33.033810 -11.619470
C: -5.181410 31.841380 -11.172250
O: -4.542930 32.275800 -10.003240
C: -4.456500 33.619750 -9.991480
O: -3.665340 34.224040 -9.150070
O: -5.230400 34.082010 -10.989470
H: -7.010210 33.016900 -11.348860
H: -6.020980 33.035630 -12.707440
H: -4.556340 31.479230 -11.988480
H: -5.874060 31.044150 -10.902510
C: -7.977600 29.498740 -10.098340
C: -8.861570 28.955510 -8.997440
O: -10.141290 29.732670 -9.226960
C: -9.807170 30.855440 -9.875660
O: -10.601610 31.811980 -10.068200
O: -8.500940 30.713060 -10.344330
H: -7.970770 28.891060 -11.003210
H: -7.011510 29.704860 -9.637610
H: -8.298580 29.368030 -8.160200
H: -8.805500 27.895420 -8.750110
C: -1.878110 24.040640 -5.237210
C: -2.724890 23.995090 -4.000720
O: -1.839000 24.176490 -2.903490
C: -0.730050 24.732370 -3.372460
O: 0.160950 25.213640 -2.642240
O: -0.675370 24.665340 -4.754370
H: -2.519950 24.659680 -5.864060
H: -1.655740 23.053580 -5.642600
H: -3.159110 22.995660 -4.026840
H: -3.407940 24.841570 -4.071610
C: -3.897210 32.382090 -0.843270
C: -3.283440 32.895520 -2.151970
O: -4.497580 33.484700 -2.692070
C: -5.244730 33.862600 -1.641840
O: -6.172940 34.688880 -1.815580
O: -4.930040 33.294070 -0.524480
H: -3.134950 32.271750 -0.071970
H: -4.344560 31.398520 -0.986650
H: -3.120460 32.013110 -2.770760
H: -2.427820 33.558490 -2.023550
C: -8.183740 27.377640 -2.909150
C: -6.905650 27.100820 -3.607740
O: -7.015790 28.112890 -4.621310
C: -8.303130 28.352710 -4.924010
O: -8.724830 28.947130 -5.874550
O: -8.997220 27.872870 -3.889870
H: -8.068560 28.065740 -2.071680
H: -8.376300 26.364900 -2.555050
H: -6.798300 26.149270 -4.128450
H: -6.066240 27.211110 -2.921200
C: -3.214340 26.717580 -0.895410
C: -4.702290 26.938010 -0.344890
O: -5.264880 25.745720 -0.663680
C: -4.386380 24.757530 -0.559960
O: -4.536090 23.573720 -0.581760
O: -3.294400 25.292520 -0.647590
H: -2.315900 26.909840 -0.308950
H: -3.048000 26.976930 -1.940950
H: -5.044860 27.723870 -1.018080
H: -4.751270 27.233470 0.703160
C: -3.650560 27.580840 -9.964310
C: -4.513580 26.399980 -10.139520
O: -5.037520 26.322570 -8.850250
C: -4.389670 27.081240 -7.951920
O: -4.680590 27.100010 -6.790150
O: -3.513020 27.760110 -8.562050
H: -4.048270 28.449350 -10.489300
H: -2.673160 27.360240 -10.393420
H: -3.736890 25.741780 -10.528910
H: -5.218980 26.579560 -10.950860
C: 3.637520 27.992080 -4.503110
C: 3.957400 27.269410 -5.799060
O: 3.756490 28.232740 -6.688670
C: 2.742630 29.040810 -6.233570
O: 2.013280 29.824370 -6.859430
O: 2.733020 28.968690 -4.830680
H: 4.535660 28.271130 -3.952140
H: 3.155180 27.431560 -3.702320
H: 3.454160 26.306860 -5.890400
H: 4.998850 26.958740 -5.882460

Cartesian forces (eV/Å) of the 6 atoms listed first:
-0.36 -2.45 0.35
-1.95 -4.20 -2.79
3.05 -0.65 0.07
-1.85 3.45 2.32
-1.48 -1.39 -0.93
1.94 6.16 0.77

For the energy above the lowest of the compared OMol25 structures with the same formula, charge and spin, the calculation gives 12.309 eV. Its LUMO energy is -0.016 Ha. For the frontier orbital gap, the calculation gives 9.18 eV. As for the strongest force on any atom: 8.683 eV Å⁻¹. The calculation puts the total energy at -149082.62128 eV.